# C23H31BeBrN2OS

A structure of composition C23H31BeBrN2OS (ωB97M-V/def2-TZVPD, the OMol25 dataset).

```
60
Properties=species:S:1:pos:R:3:forces:R:3
H -2.44283 -2.77265 4.54541 0.01 0.02 -0.02
H 0.29378 1.53288 -2.55569 -0.03 -0.06 -0.02
H 4.18701 -3.40760 -0.53604 0.05 0.01 0.01
H -5.66642 -1.50503 5.99078 0.03 -0.01 -0.03
C -1.10298 -0.81565 -4.55245 0.01 0.03 0.05
C -1.06199 -1.12666 1.93852 0.13 -0.05 -0.14
C -0.50835 0.38079 -4.16492 -0.01 -0.05 0.04
C -1.34463 -2.19292 2.82461 -0.01 -0.07 0.03
C -3.05848 -0.86914 6.60538 0.00 0.00 -0.01
H -0.85855 -4.26582 4.67444 0.00 -0.01 -0.02
C -1.13852 -4.58281 3.66711 -0.04 -0.01 0.01
O -0.23478 -1.25359 0.90628 -0.22 0.13 0.21
C -4.96546 -1.60772 5.15758 -0.02 0.00 0.01
H 1.89801 -3.04194 -2.38174 -0.04 0.02 -0.01
H 1.28370 -4.43722 2.55758 -0.02 0.03 0.00
H -4.59601 -2.63523 5.15624 -0.01 0.04 -0.01
H -2.65481 -1.88360 6.62760 -0.01 0.04 0.00
H 3.61011 -2.75277 -2.73418 0.02 0.01 -0.02
C 3.17940 -3.00171 -0.59141 -0.02 0.11 -0.04
C 2.60942 -0.74390 -0.59046 -0.01 0.01 0.00
H -1.25795 -2.32817 -1.52879 -0.01 0.05 -0.03
N 3.07360 -1.74845 0.15381 0.03 -0.11 0.14
C -4.42598 0.80698 5.38209 0.01 0.01 -0.01
C -0.42302 -0.36759 -1.83053 -0.07 0.11 -0.02
H -5.51231 -1.44494 4.22586 0.02 0.00 0.03
H 3.02149 -1.69378 1.15595 -0.01 0.01 0.02
H -5.09977 0.86140 6.23973 0.01 0.00 -0.02
H -3.05046 1.27877 3.34550 0.03 -0.04 0.00
N 2.58782 -1.11958 -1.86960 -0.04 -0.03 -0.11
H -1.84137 -2.71661 -3.88064 0.01 0.03 0.00
C -3.82006 -0.59475 5.29936 0.04 -0.01 -0.01
C -2.86501 -0.73384 4.11224 0.02 -0.06 0.01
H -5.00490 1.04897 4.48719 0.02 -0.01 0.03
H 2.48204 -3.73954 -0.19705 -0.03 -0.02 0.02
H 1.13557 -3.04769 3.64900 -0.01 -0.03 -0.02
S 2.07620 0.75412 0.02167 0.01 -0.14 0.01
C -2.59301 0.30471 3.23809 0.00 0.00 -0.02
H -2.21641 -4.75812 3.64384 0.02 0.01 0.01
H -1.36344 -0.98684 -5.59023 0.01 0.00 0.02
C -2.22693 -1.95604 3.86969 -0.01 0.00 0.03
H -0.77540 -3.46753 0.42957 -0.01 -0.03 0.04
C -0.17997 0.59069 -2.82841 0.05 -0.01 -0.05
H -2.19728 -4.22070 1.16707 0.03 -0.01 0.00
H 2.01335 -0.59487 -2.51277 -0.05 0.03 -0.04
C -1.71503 0.07842 2.19449 0.04 0.05 -0.06
H -3.72488 -0.75340 7.46486 0.02 -0.01 -0.03
Br -1.34601 1.47436 0.93901 -0.13 0.14 0.16
C -1.03446 -1.55319 -2.25927 0.02 -0.06 -0.07
C -1.11079 -4.12319 1.23210 -0.01 0.00 -0.01
H 1.18144 -2.78910 1.89719 0.04 0.03 -0.02
H -0.30425 1.14926 -4.90313 -0.01 -0.03 0.02
H -0.64420 -5.53606 3.46861 -0.01 0.01 0.01
H -3.65662 1.57183 5.51473 -0.03 -0.03 -0.01
C 2.80743 -2.55817 -2.02644 0.00 0.06 0.09
C -1.36889 -1.78341 -3.59240 0.03 0.01 0.03
C -0.70346 -3.56988 2.60725 -0.02 0.04 0.00
C 0.82482 -3.45142 2.68201 0.03 0.02 0.01
H -0.67161 -5.11489 1.08401 -0.01 0.04 0.01
H -2.22482 -0.17227 6.71974 -0.03 -0.02 0.00
Be -0.01097 -0.14992 -0.15317 0.19 -0.19 -0.21
```
Forces are in eV/Å.

Charge ... 0
Maximum force ... 0.35 eV Å⁻¹
LUMO ... 0.52 eV
E_tot ... -110664.624 eV

Results of the Mulliken charge analysis, in e, for atoms 1 through 4: 0.302 0.309 0.382 0.457

# C17H22BF4N9O2RuSeSi

A structure of composition C17H22BF4N9O2RuSeSi (ωB97M-V/def2-TZVPD, the OMol25 dataset).

```
58
Properties=species:S:1:pos:R:3:forces:R:3
N 3.85333 -1.41942 2.78975 -0.03 0.00 0.01
H 1.64122 -2.11355 3.58179 0.02 -0.01 0.00
H 3.86708 -1.79586 3.72242 0.00 0.00 0.00
H 0.15658 5.07704 -0.24426 0.00 0.00 0.00
C 0.13694 2.04127 1.24309 0.01 0.00 0.02
C -3.51885 1.25643 0.83432 0.06 -0.12 0.02
B 0.60377 -3.99908 0.84251 0.06 0.11 0.10
H -3.73334 -0.96345 3.19893 0.02 -0.03 0.07
C 0.41979 3.18835 -1.21776 0.02 -0.06 -0.07
C 0.48231 1.81102 -1.02691 -0.04 0.04 -0.02
N 1.57988 -1.34634 2.92634 -0.10 0.01 0.04
H 1.31084 0.71882 -5.44267 0.00 -0.01 0.00
H -1.36922 -1.88710 -0.27972 -0.56 0.10 -0.23
N 2.53544 -0.58326 0.98924 -0.24 -0.06 -0.06
C 1.22691 -0.93835 -4.07170 0.00 -0.01 0.02
H -2.76883 1.91710 1.27605 0.02 0.01 0.01
H 4.71229 -1.25927 2.28511 0.00 0.00 0.00
N 0.31514 -1.27048 2.28397 0.02 0.01 -0.06
H 1.07295 -2.34117 -2.42536 0.00 0.01 0.01
C 0.90398 1.34061 -3.43299 -0.02 0.07 0.09
N 0.78158 -0.40739 -1.80093 0.01 0.01 0.08
H -1.76997 -0.36777 -1.14739 0.14 0.03 0.02
C 1.16174 0.39281 -4.42192 0.02 0.00 -0.07
O 3.33756 0.62511 -0.65160 -0.07 -0.13 -0.08
H -5.28509 -1.53276 0.77348 0.01 0.02 0.01
O 4.76211 -0.28803 0.67139 -0.02 -0.10 -0.07
N 3.62389 -0.06543 0.29729 0.09 0.26 0.19
H -2.13416 -0.27968 3.29924 -0.06 0.06 -0.03
C -1.50057 -0.78436 -0.16705 0.06 -0.86 -0.06
N 0.97563 3.32453 -4.84825 -0.02 -0.03 -0.05
H -4.53714 -1.44240 -0.82028 0.01 0.02 -0.02
H -3.66659 1.57211 -0.20077 0.00 -0.02 -0.02
H -0.10375 -2.20711 2.27874 -0.01 0.01 -0.05
C 0.06652 3.42230 1.13222 0.00 -0.01 0.00
H -0.29125 -0.68081 2.84468 0.06 0.01 0.00
N 0.55003 4.95758 -2.88591 -0.04 0.03 0.03
C 0.71921 0.89576 -2.13011 0.04 0.01 -0.02
F -0.68132 -3.69338 1.31672 0.07 -0.07 -0.05
H 0.02472 1.55320 2.20143 0.00 -0.01 -0.01
H -0.10104 4.01757 2.01792 0.00 0.01 0.00
Si -3.00131 -0.55137 0.92399 -0.20 0.22 0.06
F 0.93668 -2.83128 -0.08537 -0.15 -0.03 0.05
H -4.45659 1.42933 1.36566 -0.01 -0.02 0.01
Se 0.80948 5.08002 -4.63850 0.03 0.00 0.00
C -4.34500 -1.65684 0.23217 0.08 0.03 0.09
C 0.82953 2.77919 -3.67179 0.01 0.00 0.04
H 1.42784 -1.70304 -4.80764 0.00 0.00 -0.01
C 0.59205 3.68988 -2.57856 0.02 -0.04 -0.02
N 0.33972 1.25236 0.19281 -0.05 -0.11 -0.01
H -4.05170 -2.70646 0.30801 0.00 0.00 0.00
C 0.20641 4.00461 -0.11066 0.00 0.05 0.01
C -2.74373 -0.99422 2.73600 -0.01 -0.07 0.02
F 1.51908 -3.89469 1.88793 -0.03 0.06 -0.04
H -2.35055 -2.00381 2.89576 -0.08 0.07 -0.06
C 1.03156 -1.30808 -2.74447 -0.04 0.01 -0.03
Ru 0.48538 -0.78365 0.18814 0.76 0.61 0.14
F 0.70103 -5.12323 0.11754 -0.07 -0.05 -0.07
C 2.70985 -1.12388 2.19793 0.22 -0.07 0.06
```
Forces are in eV/Å.

Charge ... +1
Maximum force ... 0.98 eV Å⁻¹
Multiplicity ... 2
LUMO (alpha / beta) ... -3.79 / -3.93 eV
E_tot ... -122844.069 eV

Results of the Mulliken charge analysis, in e, for atoms 1 through 4: -0.331 0.291 0.189 0.584

# C10H17F6N2O5P

A cluster of 2 separate species, C10H17F6N2O5P in total (ωB97M-V/def2-TZVPD, the OMol25 dataset).

```
41
Properties=species:S:1:pos:R:3:forces:R:3
O 2.47522 -1.67804 0.81341 -0.07 -0.06 -0.19
O -0.43303 1.44598 -3.77356 -0.21 0.11 -0.06
C -2.00932 -0.25699 2.53196 0.04 0.00 -0.14
H -1.05671 1.54432 2.20983 -0.02 -0.05 0.00
H -4.89235 1.61589 2.72800 -0.01 -0.02 0.01
C -4.04255 2.28435 2.58527 0.10 0.06 0.04
C 4.51585 0.88837 -1.71025 -0.35 0.20 -0.13
C -0.13646 0.32733 -3.50552 -0.09 0.34 0.11
H 5.57783 1.05611 -1.86971 0.14 -0.15 0.07
H -3.65500 -0.83671 1.22833 -0.02 0.01 0.22
P 3.94900 -0.72746 -2.42663 0.26 0.26 -0.42
H -3.81760 0.00015 3.68871 -0.04 -0.05 -0.09
C -2.83094 0.45700 3.59925 0.26 0.16 0.11
H 1.45646 -0.62701 -4.00421 0.08 -0.23 0.07
F 1.52792 -2.20694 -2.52050 -0.24 0.01 0.27
H -2.33206 0.35710 4.56761 -0.02 0.01 -0.01
F 0.01849 -0.49125 0.12023 0.14 -0.20 -0.58
O 0.53164 -0.49732 -4.30275 0.26 -0.05 -0.18
H -3.81052 2.35537 1.52159 -0.03 -0.06 -0.02
F -1.38159 0.66816 -1.51532 -0.07 -0.23 -0.43
H -1.67958 -1.22929 2.89737 -0.01 0.00 0.06
C 0.55447 -0.52066 -1.14965 -0.03 0.00 -0.35
H -0.25062 0.26304 1.47766 0.03 0.10 0.20
H 4.27167 0.96588 -0.65244 0.06 -0.10 0.12
C -0.61541 -0.27141 -2.15196 0.10 0.25 0.55
C -2.65705 -0.40614 1.17397 -0.20 -0.15 -0.23
H -4.30358 3.27471 2.94984 0.01 0.01 0.03
N 3.83205 -1.68211 -1.06361 -0.49 0.48 0.53
N -0.76200 0.56757 2.31641 -0.01 0.23 0.58
H -2.04587 -1.06804 0.57320 -0.12 -0.10 -0.16
C 1.36123 -1.83532 -1.22761 -0.23 -0.34 0.14
H -0.13078 0.53304 3.11720 0.03 -0.08 -0.02
F 1.35244 0.57269 -1.24655 -0.12 -0.39 0.02
H 5.81559 -1.75457 -2.29228 0.09 0.03 -0.03
F -1.38095 -1.36983 -2.33170 0.31 0.19 0.09
F 0.56552 -2.80237 -0.67245 0.12 0.27 -0.10
H -2.72617 0.54070 0.63830 -0.03 0.04 0.07
O 5.38244 -1.27788 -3.01563 -0.03 -0.29 -0.11
H 3.98033 1.68049 -2.23601 -0.01 0.12 -0.01
O -2.90782 1.84091 3.33578 -0.16 0.02 -0.09
C 2.68980 -1.69982 -0.40556 0.60 -0.35 0.07
```
Forces are in eV/Å.

Charge ... 0
Maximum force ... 0.87 eV Å⁻¹
LUMO ... -0.51 eV
E_tot ... -49455.504 eV

Results of the Mulliken charge analysis, in e, for atoms 1 through 4: -0.656 -0.470 0.169 0.448

# C4H8O2

The molecule C4H8O2 (ωB97M-V/def2-TZVPD, the OMol25 dataset).

```
14
Properties=species:S:1:pos:R:3:forces:R:3
H -0.62040 1.20859 -1.66292 -0.04 -0.12 -0.04
H -0.84726 -1.43060 1.16949 0.02 -0.06 -0.09
C -1.16743 -0.59797 0.54481 -0.15 -0.19 0.03
O -0.37154 2.35494 0.02490 0.47 -0.43 0.25
O -0.36909 0.26932 -1.62551 -0.16 0.14 0.07
C 1.31198 -0.76872 -0.28581 -0.01 0.02 0.07
H 1.25258 -1.66618 -0.91461 -0.23 0.22 0.18
H 0.56900 1.26432 1.46503 -0.07 0.13 -0.11
C -0.00758 0.01815 -0.29023 0.25 0.09 0.27
H -1.96841 -0.90783 -0.12159 0.10 -0.17 -0.11
H 1.60263 -1.07760 0.72440 -0.11 0.07 -0.10
H -1.61208 0.15376 1.21297 0.04 -0.22 -0.09
H 2.11937 -0.14992 -0.69846 -0.22 -0.06 0.07
C 0.10823 1.32973 0.45752 0.10 0.58 -0.40
```
Forces are in eV/Å.

Charge ... 0
Maximum force ... 0.71 eV Å⁻¹
LUMO ... 0.88 eV
SMILES ... CC(C)(O)C=O
E_tot ... -8372.169 eV

Results of the Mulliken charge analysis, in e, for atoms 1 through 4: 0.360 0.322 -1.425 -0.522